Run one
The following is a quantum chemistry calculation of a structure of composition C6H10BrN2, from OMol25.

Calculated values
net charge	+1

Geometry as XYZ:
```
19
C6H10BrN2 ωB97M-V with the def2-TZVPD basis set
C 0.81 3.27 -0.82
C 1.02 -0.33 -0.50
C -1.25 -0.99 -0.03
C 0.03 0.28 1.76
C 1.11 -1.16 -1.73
C -0.01 -0.31 0.42
N 2.36 2.24 0.68
N 1.62 2.75 -0.17
Br 2.82 0.61 0.16
H 0.31 3.89 -1.50
H -2.04 -0.80 0.59
H -1.55 -0.81 -1.08
H -1.05 -2.11 -0.03
H -0.42 1.32 1.86
H -0.62 -0.31 2.35
H 1.05 0.58 2.08
H 2.20 -1.19 -1.98
H 0.84 -2.18 -1.44
H 0.24 -0.87 -2.34
```

Charges obtained by Löwdin population analysis, quoted in units of e: 0.25 -0.35 -0.03 -0.06 -0.09 -0.36 -0.37 -0.20 1.27 0.09 0.06 0.11 0.13 0.12 0.08 0.06 0.10 0.09 0.10

Run two
The following is a quantum chemistry calculation of the ion C6H10BrN2 with charge +1, from OMol25.

Calculated values
net charge	+1

Geometry as XYZ:
```
19
C6H10BrN2 ωB97M-V with the def2-TZVPD basis set
C -1.25 -1.77 0.11
C -1.95 -0.62 -0.01
C 0.16 -1.65 -0.05
C -0.31 0.70 -0.08
C -0.51 1.42 -1.35
C -0.29 1.57 1.29
N 0.56 -0.42 -0.29
N 0.95 -2.71 -0.09
Br -3.63 0.03 0.11
H -1.65 -2.82 0.27
H 0.21 2.31 -1.36
H -1.56 1.81 -1.49
H -0.26 0.71 -2.19
H 0.36 1.30 2.09
H -1.29 1.53 1.76
H -0.14 2.56 0.90
H 1.54 -0.34 -0.20
H 0.50 -3.57 -0.50
H 1.98 -2.60 -0.24
```

Charges obtained by Löwdin population analysis, quoted in units of e: -0.09 -0.56 -0.35 -0.32 -0.07 0.02 0.10 0.20 0.89 0.15 0.12 0.10 0.11 0.07 0.07 0.07 0.16 0.17 0.16

Run three
The following is a quantum chemistry calculation of the ion C6H10BrN2 with charge +1, from OMol25.

Calculated values
net charge	+1

Geometry as XYZ:
```
19
C6H10BrN2 ωB97M-V with the def2-TZVPD basis set
C 2.46 -0.03 -1.00
C -0.41 1.78 -0.39
C 1.65 0.11 0.07
C -0.73 0.40 0.12
C -3.09 0.78 0.16
C 0.44 -1.78 0.63
N 0.35 -0.37 0.24
N -1.99 0.00 0.42
Br -4.76 -0.03 0.32
H 3.49 0.34 -1.06
H 2.10 -0.70 -1.81
H 0.05 2.39 0.39
H -1.33 2.24 -0.89
H 1.89 0.80 0.94
H 0.40 1.51 -1.15
H -0.31 -2.35 0.14
H 1.49 -2.16 0.46
H 0.32 -1.92 1.73
H -2.01 -1.00 0.65
```

Charges obtained by Löwdin population analysis, quoted in units of e: 0.10 0.02 -0.21 -0.24 -0.50 0.01 -0.08 -0.02 0.77 0.09 0.10 0.11 0.11 0.16 0.11 0.09 0.13 0.12 0.13

run two is favored, and the nearest alternative lies 39.5 kcal/mol above it.

Run one
The following is a quantum chemistry calculation of an isolated molecule of ClHNP, from OMol25.

Calculated values
SMILES	[H]/N=P/Cl
net charge	0

Geometry as XYZ:
```
4
ClHNP ωB97M-V with the def2-TZVPD basis set
H -1.64 -0.16 -0.12
N -0.70 -0.40 0.08
P 0.36 0.89 0.02
Cl 1.98 -0.32 0.02
```

Charges obtained by Löwdin population analysis, quoted in units of e: -0.10 -0.38 0.40 0.08

Run two
The following is a quantum chemistry calculation of a structure of composition ClHNP, from OMol25.

Calculated values
net charge	0

Geometry as XYZ:
```
4
ClHNP ωB97M-V with the def2-TZVPD basis set
N 1.06 0.54 -0.20
P -0.73 -0.92 -0.02
Cl -2.10 0.39 -0.04
H 1.78 -0.01 0.26
```

Charges obtained by Löwdin population analysis, quoted in units of e: -0.16 0.23 0.07 -0.13

run one is favored, and the nearest alternative lies 76.9 kcal/mol above it.

Run one
The following is a quantum chemistry calculation of an isolated molecule of CH2FNOS, from OMol25.

Calculated values
SMILES	O=C(F)NS
net charge	0

Geometry as XYZ:
```
7
CH2FNOS ωB97M-V with the def2-TZVPD basis set
O -1.30 -1.08 -0.80
C -1.05 -0.04 -0.39
F -1.86 1.01 -0.18
N 0.27 0.42 0.12
S 1.74 -0.54 -0.13
H 0.45 1.41 0.40
H 1.74 -1.19 0.97
```

Charges obtained by Löwdin population analysis, quoted in units of e: 0.18 -0.60 0.10 -0.33 0.77 0.09 -0.20

Run two
The following is a quantum chemistry calculation of a cluster of 2 separate species, CH2FNOS in total, from OMol25.

Calculated values
net charge	0

Geometry as XYZ:
```
7
CH2FNOS ωB97M-V with the def2-TZVPD basis set
C -0.20 0.72 1.70
N 0.53 0.16 0.81
O -1.24 0.69 2.19
F 0.89 2.26 2.09
S 0.10 -1.40 0.00
H 1.43 0.46 0.55
H 1.47 -1.61 0.08
```

Charges obtained by Löwdin population analysis, quoted in units of e: -0.40 -0.26 0.21 -0.34 0.81 0.08 -0.10

run one is favored, and the nearest alternative lies 38.1 kcal/mol above it.

Run one
The following is a quantum chemistry calculation of a cluster of 2 separate species, C5H16NO in total, from OMol25.

Calculated values
net charge	+1

Geometry as XYZ:
```
23
C5H16NO ωB97M-V with the def2-TZVPD basis set
C -1.74 1.62 0.18
C -0.83 0.49 0.50
C -0.65 -0.75 -0.45
C 0.61 -1.65 -0.08
C 1.36 -1.84 -1.40
N -1.06 0.05 2.09
H -1.56 2.14 -0.80
H -2.77 1.27 0.34
H -1.70 2.48 0.87
H 0.13 1.00 0.46
H -0.31 -0.31 -1.43
H -1.54 -1.31 -0.62
H 0.19 -2.62 0.10
H 1.23 -1.26 0.74
H 0.99 -0.97 -2.24
H 1.11 -2.76 -1.85
H 2.39 -1.98 -1.29
H -0.11 0.18 2.49
H -1.81 0.52 2.73
H -1.04 -1.07 2.17
H 1.90 2.04 -1.41
H 3.00 2.54 -0.60
O 2.20 2.20 -0.48
```

Charges obtained by Löwdin population analysis, quoted in units of e: -0.08 -0.29 -0.14 -0.23 -0.09 0.18 0.12 0.09 0.09 0.11 0.10 0.11 0.09 0.11 0.14 0.06 0.05 0.15 0.20 0.21 0.08 -0.04 -0.02

Run two
The following is a quantum chemistry calculation of a cluster of 2 separate species, C5H16NO in total, from OMol25.

Calculated values
net charge	+1

Geometry as XYZ:
```
23
C5H16NO ωB97M-V with the def2-TZVPD basis set
C -0.67 -0.25 1.01
C 0.71 0.37 1.04
C 1.53 -0.26 -0.21
C 2.10 -1.63 0.00
C 2.70 0.75 -0.60
N -1.30 0.20 -0.23
H -0.80 -1.25 0.90
H -1.14 0.14 1.92
H 0.63 1.40 0.91
H 1.33 0.14 1.95
H 0.95 -0.20 -1.11
H 2.34 -2.16 -0.91
H 2.92 -1.69 0.69
H 1.27 -2.30 0.29
H 2.10 1.73 -0.70
H 3.21 0.44 -1.51
H 3.43 0.92 0.16
H -1.53 1.18 -0.18
H -2.30 -0.18 -0.31
H -0.49 0.29 -0.87
H -4.86 1.06 -0.52
H -4.00 0.58 -1.60
O -4.02 0.57 -0.61
```

Charges obtained by Löwdin population analysis, quoted in units of e: -0.17 -0.11 -0.40 -0.07 -0.05 0.15 0.10 0.15 0.09 0.16 0.09 0.09 0.09 0.08 0.10 0.08 0.07 0.15 0.17 0.15 0.08 0.08 -0.06

Run three
The following is a quantum chemistry calculation of a cluster of 2 separate species, C5H16NO in total, from OMol25.

Calculated values
net charge	+1

Geometry as XYZ:
```
23
C5H16NO ωB97M-V with the def2-TZVPD basis set
C -1.34 -0.95 -0.32
C -0.76 -0.14 -1.47
C 0.52 0.69 -1.17
C 0.47 1.54 0.11
C -0.73 2.46 0.23
N -0.30 -1.69 0.49
H -1.91 -0.40 0.43
H -2.03 -1.70 -0.72
H -1.57 0.52 -1.78
H -0.57 -0.81 -2.31
H 0.75 1.21 -2.10
H 1.31 -0.04 -0.96
H 1.39 2.13 0.12
H 0.56 0.95 1.03
H -1.56 1.97 0.74
H -0.50 3.34 0.83
H -1.16 2.82 -0.71
H -0.70 -2.41 1.08
H 0.32 -0.94 0.86
H 0.36 -2.22 -0.10
H 3.20 -1.95 2.06
H 1.99 -2.59 1.62
O 2.26 -1.79 2.04
```

Charges obtained by Löwdin population analysis, quoted in units of e: -0.14 -0.17 -0.19 -0.26 -0.10 0.18 0.13 0.13 0.12 0.12 0.12 0.10 0.12 0.10 0.07 0.08 0.08 0.17 0.12 0.17 0.06 0.01 -0.03

run three is favored, and the nearest alternative lies 20.8 kcal/mol above it.

Run one
The following is a quantum chemistry calculation of a cluster of 2 separate species, C5H16NO in total, from OMol25.

Calculated values
net charge	+1

Geometry as XYZ:
```
23
C5H16NO ωB97M-V with the def2-TZVPD basis set
C -2.34 0.46 -0.07
C -1.04 0.49 0.85
C 0.20 0.86 0.07
C 0.88 -0.20 -0.87
C -0.05 -0.80 -1.85
N -1.28 1.61 1.89
H -1.97 0.69 -1.00
H -2.92 1.27 0.29
H -2.61 -0.60 -0.02
H -0.98 -0.40 1.59
H 0.03 1.79 -0.56
H 1.05 1.25 0.71
H 1.59 0.30 -1.49
H 1.33 -1.04 -0.27
H 0.60 -1.24 -2.64
H -0.70 -1.51 -1.48
H -0.72 -0.06 -2.48
H -1.05 1.36 2.90
H -2.19 2.04 1.86
H -0.64 2.38 1.58
H 4.84 -2.90 0.92
H 3.61 -3.16 -0.02
O 4.38 -2.58 0.09
```

Charges obtained by Löwdin population analysis, quoted in units of e: 0.01 -0.29 -0.20 -0.23 -0.13 0.17 0.02 0.07 0.11 0.18 0.14 0.13 0.11 0.13 0.10 0.04 0.12 0.20 0.14 0.17 0.07 0.03 -0.10

Run two
The following is a quantum chemistry calculation of a cluster of 2 separate species, C5H16NO in total, from OMol25.

Calculated values
net charge	+1

Geometry as XYZ:
```
23
C5H16NO ωB97M-V with the def2-TZVPD basis set
C 0.94 1.81 0.95
C 0.66 0.33 0.95
C 0.69 -0.36 -0.42
C 2.11 -0.33 -0.99
C -0.38 0.17 -1.39
N -0.75 0.07 1.51
H 1.85 1.96 0.35
H 0.14 2.34 0.45
H 1.02 2.26 1.94
H 1.31 -0.21 1.64
H 0.47 -1.40 -0.18
H 2.26 -1.15 -1.70
H 2.30 0.60 -1.51
H 2.87 -0.46 -0.22
H -1.26 -0.46 -1.47
H -0.68 1.19 -1.17
H 0.03 0.21 -2.40
H -1.39 0.23 0.72
H -0.82 -0.94 1.69
H -0.99 0.59 2.35
H -2.80 -2.57 -0.26
H -4.09 -1.97 -0.79
O -3.48 -1.92 -0.05
```

Charges obtained by Löwdin population analysis, quoted in units of e: -0.02 -0.32 -0.39 -0.05 -0.05 0.23 0.10 0.09 0.10 0.15 0.14 0.10 0.09 0.09 0.07 0.08 0.10 0.14 0.17 0.18 0.03 0.06 -0.07

run two is favored, and the nearest alternative lies 39.8 kcal/mol above it.

Run one
The following is a quantum chemistry calculation of an isolated molecule of C2H3NOS2, from OMol25.

Calculated values
SMILES	S=CNOC=S
net charge	0

Geometry as XYZ:
```
9
C2H3NOS2 ωB97M-V with the def2-TZVPD basis set
S -2.71 -0.39 -0.01
C -1.53 0.76 -0.01
N -0.27 0.46 0.07
O 0.13 -0.86 0.04
C 1.44 -1.02 -0.02
S 2.53 0.18 -0.01
H -1.68 1.87 -0.08
H 0.48 1.10 0.06
H 1.63 -2.10 -0.03
```

Charges obtained by Löwdin population analysis, quoted in units of e: 0.61 -0.70 -0.10 -0.11 -0.65 0.73 0.10 0.04 0.09

Run two
The following is a quantum chemistry calculation of an isolated molecule of C2H3NOS2, from OMol25.

Calculated values
SMILES	O/N=C\C(=S)S
net charge	0

Geometry as XYZ:
```
9
C2H3NOS2 ωB97M-V with the def2-TZVPD basis set
O -0.23 -0.10 -1.79
N 0.33 0.95 -0.90
C 0.49 0.74 0.44
C 0.27 -0.71 0.97
S 1.36 -1.37 1.94
S -1.51 -0.81 1.10
H -0.02 0.06 -2.72
H 0.79 1.61 1.35
H -1.48 -0.37 -0.39
```

Charges obtained by Löwdin population analysis, quoted in units of e: -0.14 -0.03 -0.27 -1.25 0.68 0.69 0.10 0.21 0.01

Run three
The following is a quantum chemistry calculation of an isolated molecule of C2H3NOS2, from OMol25.

Calculated values
SMILES	SN1OC=CS1
net charge	0

Geometry as XYZ:
```
9
C2H3NOS2 ωB97M-V with the def2-TZVPD basis set
S -2.81 -0.14 0.22
N -1.29 -0.07 -0.58
O -0.59 1.03 -0.16
C 0.75 0.73 0.02
C 1.17 -0.50 0.26
S -0.04 -1.77 -0.06
H -3.19 -1.26 -0.35
H 1.30 1.62 0.39
H 2.08 -0.60 0.75
```

Charges obtained by Löwdin population analysis, quoted in units of e: 0.74 -0.58 -0.22 -0.23 -0.46 0.74 -0.16 0.13 0.04

run one is favored, and the nearest alternative lies 50.3 kcal/mol above it.